(i)
Below is an isolated molecule of C5H11P, with properties calculated with the ωB97M-V functional and the def2-TZVPD basis.

The value obtained for the gap between HOMO and LUMO is 10.4 eV. Its structure (SMILES) is C[C@@H]1C[C@@]1(C)P.

Element x y z (Å)
C: 0.0067 0.8700 1.0845
C: 0.3999 1.0199 -0.3557
C: -0.5689 -0.0224 0.0526
C: 1.8440 0.8718 -0.8288
C: -0.1099 -1.6827 0.1945
P: -2.4414 0.1996 -0.1587
H: 0.6542 0.3770 1.8196
H: -0.6805 1.7388 1.4986
H: -0.2132 1.8200 -0.7424
H: 1.9323 0.8811 -1.9666
H: 2.3460 -0.0948 -0.4159
H: 2.4928 1.7095 -0.4623
H: -0.0076 -2.1561 -0.7928
H: -0.9797 -2.2557 0.5102
H: 0.8779 -1.7003 0.8220
H: -2.6099 -0.8147 0.7305
H: -2.9427 -0.7611 -0.9893

=====

(ii)
Below is a structure of composition C5H11P, with properties calculated with the ωB97M-V functional and the def2-TZVPD basis.

The value obtained for the gap between HOMO and LUMO is 10.4 eV.

Element x y z (Å)
C: 2.0543 1.2384 -1.1862
C: 2.2647 1.6221 0.1851
C: -1.4945 -0.3366 0.5265
C: -0.1487 -2.3844 0.9365
C: -0.9381 -1.4481 0.0830
P: 1.8554 0.7914 -2.6573
H: 2.1121 2.6962 0.3093
H: 1.5633 1.0946 0.8363
H: 3.2839 1.3754 0.4872
H: -2.0493 0.3248 -0.1144
H: -3.1408 1.9775 -1.8892
H: -1.4195 -0.0403 1.5607
H: -0.5032 -3.4065 0.8072
H: 0.9050 -2.3532 0.6486
H: -0.2284 -2.1121 1.9882
H: -1.0205 -1.7217 -0.9597
H: -3.0958 2.6825 -1.5618

=====

(iii)
Below is a cluster of 2 separate species, C5H11P in total, with properties calculated with the ωB97M-V functional and the def2-TZVPD basis.

The value obtained for the gap between HOMO and LUMO is 10.2 eV. Its structure (SMILES) is C[C@@H]1CP1.C=C.

Element x y z (Å)
C: 2.4928 0.8002 0.7140
C: 1.0210 0.3968 1.1922
C: 0.0229 1.5655 0.8924
C: -2.9173 -1.0195 -1.6622
C: -1.8416 -1.7491 -1.5654
P: 1.7821 -0.5851 -0.2400
H: 2.6169 1.7935 0.3974
H: 3.3176 0.6168 1.4949
H: 1.0988 -0.2137 2.1231
H: -0.8902 1.0813 0.7733
H: 0.3214 2.1026 0.0571
H: 0.0330 1.9939 1.9776
H: -3.8885 -1.2246 -1.8626
H: -2.8000 0.1575 -1.6173
H: 2.3882 -1.5975 0.5490
H: -0.7429 -1.3635 -1.5137
H: -2.0143 -2.7551 -1.7098

=====

(i) is favored, and the nearest alternative lies 0.0155 hartree above it.

=====

(i)
Below is the ion C4H10N3O2 with charge +1, with properties calculated with the ωB97M-V functional and the def2-TZVPD basis.

The value obtained for the gap between HOMO and LUMO is 10.2 eV. Its structure (SMILES) is CC[C@H]([N+]#CN)N(O)O. Its total charge is +1.

Element x y z (Å)
C: -2.3662 -0.7916 0.0765
C: 2.5111 -0.8938 0.1558
C: 1.1248 -0.8256 -0.4287
C: 0.2572 0.0204 0.4191
N: -3.6174 -0.8346 -0.2856
N: -1.2250 -0.5982 0.3364
N: 0.3311 1.3822 0.1163
O: -0.5428 2.1524 1.0073
O: 0.1638 1.8851 -1.1436
H: 2.4058 -0.4696 1.2097
H: 3.1669 -0.3374 -0.4220
H: 2.9271 -1.9063 0.0212
H: 1.0656 -0.5218 -1.4841
H: 0.6522 -1.8914 -0.2649
H: 0.3518 -0.0706 1.5102
H: -4.2316 -1.5123 0.2512
H: -3.8265 -0.3169 -1.0884
H: 0.8511 2.5930 -1.1795
H: 0.0007 2.9370 1.1932

=====

(ii)
Below is the ion C4H10N3O2 with charge +1, with properties calculated with the ωB97M-V functional and the def2-TZVPD basis.

The value obtained for the gap between HOMO and LUMO is 11.1 eV. Its structure (SMILES) is NCCNC(=[NH2+])OC=O. Its total charge is +1.

Element x y z (Å)
C: 2.6064 0.8454 0.1017
C: -1.5563 0.5244 -0.9841
C: -1.8365 0.3971 0.5763
C: 0.6304 -0.4069 -0.3037
N: -0.4383 -0.3727 -1.2322
N: 1.2775 -1.5441 -0.1754
N: -0.6269 -0.0086 1.2276
O: 3.2984 -0.0640 0.4335
O: 1.3112 0.7535 -0.3378
H: 2.9993 1.9553 0.2681
H: -2.4861 0.2346 -1.6624
H: -1.2865 1.6312 -1.1607
H: -2.2673 1.4460 0.9988
H: -2.5675 -0.2805 0.6144
H: -0.9028 -1.2111 -1.5270
H: 2.2716 -1.4557 -0.2689
H: 0.6496 -2.3314 -0.1372
H: -0.2787 0.7381 1.8326
H: -0.7977 -0.8507 1.7365

=====

(ii) is favored, and the nearest alternative lies 0.1318 hartree above it.

=====

(i)
Below is a structure of composition C22H37N8O5S4Y, with properties calculated with the ωB97M-V functional and the def2-TZVPD basis.

The value obtained for the gap between HOMO and LUMO is 5.4 eV. Its total charge is -2.

Element x y z (Å)
Y: 1.4967 1.4147 0.1514
C: -7.5056 0.6489 -0.2509
C: -6.0029 0.5676 -0.2480
C: -5.2378 1.5151 0.4219
C: -3.8561 1.4163 0.4424
C: -3.2220 0.3703 -0.2045
C: -3.9713 -0.5686 -0.8916
C: -5.3534 -0.4632 -0.9187
S: -1.4124 0.1965 0.0218
O: -1.3022 0.0494 1.4621
O: -1.0565 -1.0111 -0.7139
N: -0.7585 1.5345 -0.4814
C: -0.8401 1.5860 -1.9344
C: 0.1671 0.6029 -2.5797
O: -0.1268 0.0734 -3.6536
O: 1.2501 0.4376 -1.9441
H: -7.8433 1.4689 0.3787
H: -7.9472 -0.2771 0.1196
H: -7.8815 0.8130 -1.2610
H: -5.7337 2.3302 0.9359
H: -3.2551 2.1460 0.9643
H: -3.4589 -1.3760 -1.3959
H: -5.9471 -1.1898 -1.4605
H: -0.5866 2.6022 -2.2584
H: -1.8558 1.3477 -2.2900
S: 3.9267 2.5983 1.2331
C: 4.4234 3.4335 -0.2075
C: 5.8056 3.5690 -0.3574
N: 6.9548 3.6506 -0.4414
C: 3.5650 3.9432 -1.1635
S: 1.8195 3.8668 -1.0926
C: 4.0756 4.6019 -2.2841
N: 4.4553 5.1620 -3.2209
N: 3.7294 0.1025 -0.6184
H: 3.8485 -0.8846 -0.3799
H: 4.5848 0.5864 -0.3493
H: 3.6514 0.1483 -1.6339
N: 2.2010 -2.1161 2.0487
N: 1.4558 -1.0961 1.3385
H: 2.0020 -2.0673 3.0501
H: 3.1917 -1.9008 1.9265
H: 1.1916 -0.3109 1.9625
H: 0.5813 -1.5078 1.0113
C: -0.7106 3.0284 2.5889
C: 0.5243 2.2784 3.1289
C: 0.0630 1.3279 4.2586
C: 1.5221 3.3107 3.6966
O: 1.1293 1.5190 2.1464
H: -1.1564 3.6606 3.3586
H: -1.4324 2.2905 2.2518
H: -0.4183 3.6418 1.7352
H: -0.4284 1.8673 5.0679
H: 0.9257 0.7966 4.6577
H: -0.6279 0.6070 3.8281
H: 1.0801 3.8882 4.5103
H: 1.8258 3.9758 2.8911
H: 2.4102 2.7924 4.0517
C: 0.6060 -3.7843 -3.9747
C: 0.8546 -2.7444 -2.8825
N: 2.1486 -2.9647 -2.2693
C: 2.4674 -3.3235 -1.0228
S: 4.0759 -3.1727 -0.5614
N: 1.6359 -3.9039 -0.1408
C: 0.4025 -4.6202 -0.3500
C: -0.8414 -3.9224 0.1947
H: -0.3434 -3.5824 -4.4613
H: 0.5862 -4.7961 -3.5660
H: 1.3985 -3.7400 -4.7207
H: 0.0743 -2.7557 -2.1253
H: 0.8334 -1.7402 -3.3203
H: 2.9263 -2.5486 -2.7643
H: 1.9093 -3.7258 0.8243
H: 0.5093 -5.5932 0.1566
H: 0.2906 -4.8212 -1.4141
H: -0.7932 -3.8572 1.2793
H: -1.7298 -4.4887 -0.0828
H: -0.9377 -2.9120 -0.2011

=====

(ii)
Below is a structure of composition C22H37N8O5S4Y, with properties calculated with the ωB97M-V functional and the def2-TZVPD basis.

The value obtained for the gap between HOMO and LUMO is 5.7 eV. Its total charge is -2.

Element x y z (Å)
Y: 0.8525 -0.1161 0.1980
C: 2.6055 -2.9044 8.3661
C: 2.2091 -2.1373 7.1323
C: 2.7466 -0.8828 6.8651
C: 2.3936 -0.1849 5.7194
C: 1.4922 -0.7481 4.8310
C: 0.9438 -1.9983 5.0781
C: 1.3051 -2.6830 6.2264
S: 1.0612 0.1356 3.3508
O: -0.2737 -0.3218 2.9461
O: 1.0905 1.5419 3.7281
N: 2.1232 -0.1731 2.2483
C: 2.7949 -1.4858 2.3073
C: 1.9357 -2.6410 1.7711
O: 1.9563 -3.7191 2.3581
O: 1.2516 -2.3404 0.7254
H: 3.3264 -2.3454 8.9627
H: 3.0580 -3.8616 8.1005
H: 1.7382 -3.1170 8.9948
H: 3.4528 -0.4460 7.5624
H: 2.8037 0.7915 5.5033
H: 0.2572 -2.4288 4.3628
H: 0.8845 -3.6641 6.4166
H: 3.1093 -1.7246 3.3255
H: 3.6972 -1.4114 1.6919
S: 3.7601 0.8556 -0.2999
C: 3.3865 2.4731 -0.7739
C: 4.3256 3.5050 -0.3915
N: 5.0883 4.3128 -0.0842
C: 2.2893 2.8380 -1.5040
S: 1.1097 1.6749 -2.0542
C: 2.0744 4.2086 -1.8731
N: 1.8455 5.2957 -2.1892
N: 0.1532 2.2240 0.9937
H: -0.8567 2.2552 0.9089
H: 0.5663 3.0015 0.4907
H: 0.3891 2.3185 1.9821
N: 1.4561 -2.7330 -2.1080
N: 1.8712 -1.3557 -1.8448
H: 0.4810 -2.6505 -2.3895
H: 1.3998 -3.1367 -1.1714
H: 1.6343 -0.8067 -2.6683
H: 2.8853 -1.3488 -1.7844
C: -2.0313 -2.2176 0.9856
C: -2.3309 -0.9393 0.1900
C: -3.0486 0.0697 1.0951
C: -3.2747 -1.3349 -0.9554
O: -1.1675 -0.3666 -0.3173
H: -2.9638 -2.7052 1.2893
H: -1.4450 -2.0013 1.8780
H: -1.4532 -2.9089 0.3700
H: -4.0045 -0.3244 1.4548
H: -3.2416 0.9854 0.5285
H: -2.4243 0.3083 1.9575
H: -4.1965 -1.7736 -0.5620
H: -2.7886 -2.0573 -1.6119
H: -3.5274 -0.4559 -1.5545
C: -1.3131 3.9779 -5.3987
C: -1.9698 3.1680 -4.2877
N: -1.3253 1.8843 -4.1055
C: -1.8821 0.6787 -4.2059
S: -1.1089 -0.7107 -3.7267
N: -3.2026 0.6507 -4.7101
C: -3.3379 0.8116 -6.1582
C: -2.8648 -0.3868 -6.9698
H: -1.7671 4.9677 -5.4697
H: -1.4149 3.4787 -6.3643
H: -0.2506 4.1069 -5.1937
H: -3.0278 2.9994 -4.4865
H: -1.8849 3.7202 -3.3472
H: -0.4295 1.9035 -3.5981
H: -3.5936 -0.2366 -4.4129
H: -2.7741 1.6995 -6.4468
H: -4.3922 1.0188 -6.3648
H: -1.8545 -0.6734 -6.6754
H: -2.8717 -0.1522 -8.0359
H: -3.5111 -1.2503 -6.8008

=====

(ii) is favored, and the nearest alternative lies 0.0148 hartree above it.